Entry 1:
Molecular formula: C18H32N2O6
Method: DFT, the ωB97M-V functional and the def2-TZVPD basis

Output
Multiplicity = 1
Total charge = 0
HOMO level = -0.3343 Eh
Energy relative to the best compared isomer or geometry (same formula, charge and spin) = 3.2 kcal/mol
Lowest unoccupied orbital energy = 0.4445 eV
E = -1266.0722 hartree
Gap between HOMO and LUMO = 0.351 Ha

Structure (XYZ):
```
58
Properties=species:S:1:pos:R:3:lowdin_charge:R:1
C -3.970 4.964 4.695 -0.067
C -3.534 5.798 3.516 -0.209
O -3.056 4.891 2.498 -0.019
C -2.617 5.468 1.369 -0.477
O -2.608 6.654 1.183 0.123
C -2.142 4.472 0.339 -0.064
N -2.152 3.108 0.811 0.088
C -1.728 2.104 0.005 -0.453
O -1.326 2.336 -1.126 0.067
C -1.739 0.719 0.625 -0.222
C -0.372 0.420 1.280 -0.132
C 0.883 0.755 0.471 -0.152
C 0.935 0.141 -0.940 -0.137
N 0.061 -1.011 -1.124 -0.032
C 0.304 -2.257 -0.625 -0.414
O -0.560 -3.111 -0.564 0.091
C 1.745 -2.561 -0.217 -0.246
O 1.737 -3.600 0.729 0.012
C 2.597 -2.920 -1.454 -0.281
O 3.850 -3.419 -0.994 -0.161
C 4.766 -2.411 -0.621 -0.079
C 1.989 -3.937 -2.419 -0.353
C 1.741 -5.309 -1.797 -0.049
C 2.875 -4.052 -3.658 -0.063
C -1.311 -0.707 -1.522 -0.131
C -2.217 -0.374 -0.340 -0.114
H -4.338 5.616 5.487 0.081
H -4.771 4.281 4.413 0.080
H -3.137 4.383 5.090 0.080
H -4.352 6.384 3.098 0.128
H -2.726 6.484 3.771 0.128
H -2.774 4.588 -0.545 0.145
H -1.140 4.774 0.029 0.143
H -2.536 2.918 1.720 0.134
H -2.467 0.733 1.443 0.137
H -0.310 0.973 2.221 0.116
H -0.366 -0.640 1.549 0.122
H 0.984 1.839 0.373 0.112
H 1.741 0.421 1.060 0.104
H 0.604 0.886 -1.660 0.114
H 1.961 -0.116 -1.202 0.108
H 2.178 -1.664 0.240 0.122
H 2.627 -3.975 0.720 0.100
H 2.771 -1.993 -2.019 0.141
H 5.695 -2.905 -0.346 0.094
H 4.957 -1.729 -1.457 0.095
H 4.413 -1.826 0.236 0.089
H 1.024 -3.522 -2.727 0.139
H 2.671 -5.727 -1.406 0.085
H 1.012 -5.253 -0.992 0.073
H 1.365 -5.993 -2.560 0.081
H 3.851 -4.463 -3.394 0.082
H 2.417 -4.715 -4.393 0.078
H 3.031 -3.080 -4.132 0.079
H -1.272 0.126 -2.220 0.115
H -1.715 -1.581 -2.031 0.125
H -2.348 -1.286 0.247 0.118
H -3.201 -0.101 -0.731 0.125
```

Entry 2:
Molecular formula: CH6NS2
Method: DFT, the ωB97M-V functional and the def2-TZVPD basis

Output
Multiplicity = 1
Total charge = +1
HOMO level = -0.4499 Eh
Energy relative to the best compared isomer or geometry (same formula, charge and spin) = 22.4 kcal/mol
Lowest unoccupied orbital energy = -6.3764 eV
E = -892.5104 hartree
Gap between HOMO and LUMO = 0.216 Ha

Structure (XYZ):
```
10
Properties=species:S:1:pos:R:3:lowdin_charge:R:1
C 0.060 0.016 -1.009 0.176
N -0.173 0.120 -2.310 0.195
S 0.921 -0.654 2.497 0.238
S -1.032 -0.029 2.547 0.269
H -0.617 -0.491 -0.365 0.072
H 0.975 0.517 -0.701 0.127
H -0.907 0.634 1.325 -0.219
H 0.516 0.620 -2.931 0.182
H -0.863 -0.446 -2.806 0.158
H 1.119 -0.286 3.752 -0.197
```

Entry 3:
Molecular formula: C21H41AlFN3O6PS
Method: DFT, the ωB97M-V functional and the def2-TZVPD basis

Output
Multiplicity = 1
Total charge = -1
HOMO level = -0.2105 Eh
Energy relative to the best compared isomer or geometry (same formula, charge and spin) = 0.0 kcal/mol
Lowest unoccupied orbital energy = 2.5171 eV
E = -2522.6542 hartree
Gap between HOMO and LUMO = 0.303 Ha

Structure (XYZ):
```
75
Properties=species:S:1:pos:R:3:lowdin_charge:R:1
C -6.260 -1.166 2.319 -0.116
C -5.505 0.144 2.108 -0.262
C -4.561 0.107 0.887 -0.220
C -5.276 0.530 -0.392 -0.215
C -4.432 0.530 -1.669 -0.213
C -3.715 1.863 -1.947 -0.203
C -2.532 2.122 -0.999 -0.205
C -1.322 2.776 -1.681 -0.196
C -0.219 1.798 -2.099 -0.180
C 0.188 0.851 -0.967 -0.126
C 1.635 0.340 -1.053 -0.406
C 2.181 0.040 -2.449 -0.098
C 1.722 -1.232 -3.201 -0.147
C 0.250 -1.551 -3.163 -0.204
F 0.035 -2.801 -3.788 -0.088
O 2.445 1.464 -0.602 -0.132
Al 2.456 1.451 1.151 0.108
N 1.249 2.724 1.956 0.105
C 1.631 3.235 2.948 -0.932
S 2.125 3.955 4.286 0.602
P 4.606 1.678 2.132 0.481
N 5.714 0.885 1.379 -0.185
O 5.022 3.252 2.345 -0.231
O 4.489 1.178 3.687 -0.231
O 1.667 -0.126 1.253 -0.101
C 1.887 -0.768 0.020 -0.469
C 3.360 -1.255 -0.087 -0.110
C 3.932 -1.818 1.195 -0.102
C 5.325 -2.361 0.960 -0.547
O 5.678 -2.898 -0.046 0.108
O 6.158 -2.306 2.014 0.089
N 0.992 -1.921 -0.094 0.027
C 0.257 -2.330 1.087 -0.266
C -0.715 -3.454 0.707 -0.092
H -7.058 -1.271 1.587 0.065
H -5.573 -2.005 2.219 0.068
H -6.682 -1.220 3.322 0.062
H -4.906 0.376 2.987 0.099
H -6.201 0.968 1.951 0.099
H -4.156 -0.898 0.766 0.107
H -3.729 0.774 1.105 0.096
H -5.721 1.517 -0.252 0.109
H -6.098 -0.176 -0.543 0.105
H -5.083 0.309 -2.517 0.100
H -3.670 -0.252 -1.642 0.109
H -3.353 1.856 -2.976 0.102
H -4.468 2.645 -1.835 0.103
H -2.863 2.784 -0.196 0.110
H -2.260 1.190 -0.512 0.081
H -0.878 3.527 -1.028 0.109
H -1.685 3.299 -2.569 0.101
H -0.508 1.249 -2.996 0.098
H 0.663 2.391 -2.343 0.111
H -0.510 0.012 -0.911 0.105
H 0.070 1.403 -0.038 0.099
H 2.044 0.898 -3.101 0.111
H 3.253 -0.061 -2.306 0.113
H 1.974 -1.082 -4.254 0.111
H 2.302 -2.101 -2.888 0.105
H -0.138 -1.628 -2.154 0.085
H -0.327 -0.824 -3.737 0.108
H 6.480 1.490 1.111 -0.018
H 4.462 3.826 1.811 0.048
H 4.231 1.946 4.221 0.017
H 4.015 -0.458 -0.433 0.109
H 3.437 -2.039 -0.843 0.116
H 3.990 -1.079 1.988 0.078
H 3.356 -2.658 1.590 0.133
H 5.943 -1.522 2.538 0.088
H 1.468 -2.703 -0.515 0.113
H 0.902 -2.714 1.884 0.103
H -0.324 -1.495 1.464 0.110
H -1.592 -3.054 0.202 0.059
H -1.044 -3.986 1.599 0.062
H -0.232 -4.171 0.043 0.066
```